{
  "formula": "C12H16AuBBrF4IO4PS2",
  "method": "wB97M-V/def2-TZVPD",
  "spin_multiplicity": 2,
  "de_lowest_kj_mol": 207.18,
  "charge": -2,
  "lumo_energy_ev": [4.0247, 4.0209],
  "e_tot_ev": -145243.939,
  "s_squared": 0.756,
  "symbols": ["Au", "C", "C", "O", "P", "S", "S", "O", "C", "C", "H", "H", "H", "H", "H", "H", "H", "H", "H", "H", "F", "B", "F", "F", "F", "Br", "C", "C", "C", "C", "C", "C", "C", "O", "O", "H", "H", "H", "H", "I", "C", "H", "H"],
  "positions_angstrom": [[1.4144, 0.1956, -0.5141], [4.5427, 3.5844, -0.6245], [4.4019, 2.3011, 0.1590], [3.2399, 2.4112, 0.9922], [2.3046, 1.1753, 1.3476], [0.9790, 1.7145, 2.6368], [2.5097, 1.0609, -2.1795], [3.4161, 0.1494, 1.8762], [3.1331, -1.2383, 2.1252], [4.4226, -1.8961, 2.5511], [5.4692, 3.5654, -1.2043], [4.5630, 4.4474, 0.0438], [3.7072, 3.6759, -1.3179], [5.2565, 2.1249, 0.8182], [4.2867, 1.4547, -0.5229], [2.7239, -1.6967, 1.2272], [2.3628, -1.3068, 2.8943], [5.1677, -1.8292, 1.7569], [4.2347, -2.9502, 2.7633], [4.8274, -1.4248, 3.4490], [-1.8712, -0.3892, -4.1372], [-2.0112, -0.7310, -2.7832], [-2.0198, -2.1249, -2.6290], [-3.2148, -0.1843, -2.2735], [-0.9327, -0.1760, -2.0303], [-5.8546, -4.1493, 1.1297], [-4.0443, -3.5367, 1.0268], [-3.7890, -2.2537, 0.5849], [-2.4710, -1.8222, 0.5290], [-1.4349, -2.6735, 0.8863], [-1.7205, -3.9695, 1.2985], [-3.0310, -4.4107, 1.3846], [0.0090, -2.2192, 0.7892], [0.9057, -3.0600, 0.8314], [0.1501, -0.9385, 0.7667], [-4.5878, -1.6022, 0.2591], [-2.2378, -0.8361, 0.1603], [-0.8936, -4.6254, 1.5399], [-3.2663, -5.4153, 1.7099], [-3.7395, 2.6266, 0.4833], [-1.9542, 1.7083, 0.0781], [-1.7357, 1.4739, -0.9515], [-1.2576, 1.6238, 0.8983]],
  "forces_ev_per_angstrom": [[-0.17, -0.35, 0.37], [0.01, 0.00, -0.01], [0.13, -0.06, 0.10], [-0.04, 0.13, 0.01], [0.12, 0.10, -0.10], [-0.07, -0.02, 0.11], [0.18, 0.15, -0.34], [0.19, 0.02, -0.05], [-0.12, 0.08, -0.05], [0.00, -0.03, 0.04], [-0.01, -0.02, 0.02], [0.00, 0.01, 0.01], [0.00, 0.00, 0.02], [0.01, 0.00, 0.00], [0.02, 0.06, 0.00], [0.02, -0.05, -0.01], [-0.01, 0.00, 0.07], [-0.01, 0.00, 0.00], [0.01, 0.00, -0.01], [-0.01, 0.00, 0.00], [-0.02, -0.02, 0.09], [-0.01, 0.03, -0.01], [0.00, 0.05, 0.00], [0.02, -0.03, -0.01], [-0.05, -0.16, -0.16], [0.00, 0.01, 0.00], [-0.03, -0.03, 0.00], [-0.01, 0.04, -0.02], [0.03, -0.12, -0.05], [0.04, 0.01, -0.05], [0.06, 0.01, 0.01], [-0.02, -0.01, 0.01], [0.11, 0.10, 0.43], [-0.04, 0.03, -0.23], [-0.27, -0.12, -0.26], [0.00, 0.00, 0.02], [0.00, 0.10, -0.02], [-0.01, 0.01, 0.00], [0.01, 0.00, 0.00], [0.00, -0.02, 0.00], [0.02, 0.20, 0.05], [-0.07, -0.06, 0.07], [-0.01, -0.04, -0.03]]
}

{
  "formula": "C12H16Br24O2S",
  "method": "wB97M-V/def2-TZVPD",
  "de_lowest_kj_mol": 113.22,
  "lumo_energy_ev": -0.7099,
  "e_tot_ev": -1708647.600,
  "symbols": ["C", "Br", "Br", "Br", "H", "C", "Br", "Br", "Br", "H", "C", "Br", "Br", "Br", "H", "C", "Br", "Br", "Br", "H", "C", "Br", "Br", "Br", "H", "C", "Br", "Br", "Br", "H", "C", "Br", "Br", "Br", "H", "C", "Br", "Br", "Br", "H", "C", "C", "C", "S", "O", "O", "C", "H", "H", "H", "H", "H", "H", "H", "H"],
  "positions_angstrom": [[-17.8912, 19.6445, -26.6893], [-16.3339, 19.5655, -25.3440], [-17.5711, 18.5537, -28.2676], [-18.1638, 21.5048, -27.1896], [-18.7475, 19.2269, -26.1596], [-19.9611, 5.6115, -19.9025], [-19.3807, 6.5706, -18.2442], [-21.7590, 4.8752, -19.5218], [-18.6912, 4.2302, -20.5058], [-20.0581, 6.3705, -20.6788], [-18.8284, 17.3177, -19.3554], [-18.0031, 18.9333, -18.5174], [-20.8173, 17.5018, -19.4294], [-18.3865, 15.6588, -18.4590], [-18.4889, 17.2269, -20.3872], [-12.8819, 12.2172, -22.4336], [-12.1614, 12.3138, -24.2570], [-14.7394, 11.4399, -22.4402], [-12.9279, 14.0965, -21.7237], [-12.2448, 11.5442, -21.8597], [-16.5740, 10.6207, -31.7454], [-18.2414, 9.4170, -32.0091], [-16.5299, 11.4415, -29.9617], [-16.4871, 12.0230, -33.1793], [-15.7019, 9.9725, -31.8314], [-29.4402, 4.8393, -22.0950], [-30.6010, 3.2891, -21.7192], [-30.6044, 6.3701, -22.6698], [-28.0541, 4.5356, -23.4760], [-29.0753, 5.0886, -21.0986], [-25.6740, 10.0365, -15.1412], [-26.0812, 11.8904, -14.5131], [-25.2466, 10.0046, -17.1431], [-27.1349, 8.9025, -14.7395], [-24.8054, 9.6308, -14.6224], [-26.3912, 17.4413, -29.4721], [-27.2161, 17.9105, -27.7113], [-27.6893, 16.4066, -30.4833], [-24.6863, 16.4027, -29.3897], [-26.2412, 18.3207, -30.0985], [-25.1105, 11.0041, -24.8403], [-24.0462, 10.2098, -25.6114], [-22.7243, 11.0476, -25.7352], [-22.6739, 12.0187, -24.1238], [-22.1130, 13.3509, -24.4581], [-22.1493, 11.1412, -23.0846], [-24.4475, 12.1324, -24.0625], [-25.5782, 10.3260, -24.1265], [-25.9212, 11.3648, -25.4732], [-24.4059, 9.9332, -26.6025], [-23.7529, 9.2854, -25.1138], [-22.9022, 11.7155, -26.5780], [-21.7693, 10.5227, -25.7612], [-24.6082, 13.0741, -24.5872], [-24.7594, 12.3295, -23.0369]],
  "forces_ev_per_angstrom": [[1.18, 0.14, 0.43], [-1.30, -0.09, -1.19], [-0.01, 0.30, 0.66], [-0.09, -0.69, 0.26], [0.21, 0.33, -0.16], [-0.18, -0.12, 0.92], [-0.06, -0.63, -1.12], [0.93, 0.24, -0.43], [-0.74, 0.85, 0.43], [0.05, -0.33, 0.19], [-0.70, 0.36, 0.35], [-0.52, -1.20, -0.60], [1.18, 0.04, 0.01], [0.06, 0.55, -0.13], [-0.02, 0.25, 0.36], [-1.00, 0.77, -0.68], [-0.29, -0.24, 0.74], [1.41, 0.55, 0.06], [0.09, -1.54, -0.19], [-0.21, 0.47, 0.07], [-1.10, 0.24, -0.28], [1.69, 1.25, 0.30], [-0.15, -0.50, -0.99], [-0.09, -1.17, 1.10], [-0.35, 0.18, -0.11], [-1.07, 0.21, -0.52], [0.66, 0.49, -0.44], [0.79, -0.87, 0.37], [-0.87, 0.05, 1.19], [0.50, 0.12, -0.62], [0.11, 0.84, -0.96], [0.53, -1.19, -0.50], [-0.30, 0.11, 1.74], [-0.23, -0.24, -0.04], [-0.10, 0.47, -0.24], [-0.25, -0.75, 0.14], [0.97, -0.22, -1.19], [0.15, 0.07, 0.14], [-1.10, 0.92, 0.25], [0.24, -0.02, 0.66], [0.06, -0.75, 0.97], [1.62, -0.22, -0.25], [-1.33, 0.31, 1.08], [0.88, 0.25, -2.65], [-0.64, -2.04, 1.34], [-0.35, 0.99, -0.60], [-0.38, 1.44, 0.05], [-0.10, -0.04, -0.05], [0.28, 0.19, -0.07], [0.08, 0.04, 0.01], [-0.45, -0.04, 0.21], [0.70, 0.40, 0.25], [-0.29, -0.16, -0.30], [0.00, 0.09, -0.01], [-0.07, -0.45, 0.02]]
}

{
  "formula": "C12H16ClNO3Sn",
  "method": "wB97M-V/def2-TZVPD",
  "charge": 2,
  "lumo_energy_ev": [-12.1744, -12.1486],
  "e_tot_ev": -38667.599,
  "symbols": ["Cl", "C", "C", "C", "H", "C", "C", "H", "H", "H", "C", "Sn", "C", "C", "O", "O", "H", "H", "H", "C", "N", "C", "C", "C", "O", "H", "H", "H", "H", "H", "H", "H", "H", "H"],
  "positions_angstrom": [[0.7841, 3.4811, -2.8175], [-1.2417, 0.8700, 2.4748], [-1.7621, -0.3216, 1.8810], [-1.9986, -0.0443, 0.4737], [-2.0211, -1.2440, 2.4025], [-1.6847, 1.3813, 0.2634], [-1.2025, 1.8820, 1.4929], [-0.8909, 2.9140, 1.6421], [-1.0289, 1.0047, 3.5345], [-2.5130, -0.6837, -0.2485], [-1.9703, 2.1258, -0.9780], [0.2438, -0.5433, 0.3540], [-0.8340, -2.9184, 0.6157], [2.8237, 0.2189, 0.5647], [-0.7341, -4.0517, 0.5006], [3.9625, 0.2457, 0.4733], [-2.4467, 1.4784, -1.7272], [-1.0558, 2.5602, -1.4416], [-2.6525, 2.9697, -0.7673], [2.9862, -1.6272, -4.1966], [2.1628, -1.5937, -2.9852], [2.5197, -2.5949, -1.9761], [1.0226, -0.8944, -2.9249], [0.7450, 0.1219, -3.9787], [0.2034, -1.0702, -1.9522], [3.8433, -2.2769, -3.9849], [3.3496, -0.6252, -4.4704], [2.4366, -2.0530, -5.0533], [1.9436, -2.4466, -1.0571], [2.3587, -3.6088, -2.3748], [3.5893, -2.4936, -1.7699], [-0.3260, 0.1390, -4.2025], [1.0035, 1.1375, -3.6116], [1.3089, -0.0977, -4.8921]],
  "forces_ev_per_angstrom": [[-0.60, -0.23, 0.59], [-0.10, 1.39, -0.47], [-1.59, 0.56, -1.61], [-0.45, -0.14, 1.17], [0.13, 0.31, -0.17], [-0.93, -0.46, -1.25], [0.54, 0.01, 1.77], [0.00, -0.29, 0.06], [0.12, -0.10, -0.36], [0.10, 0.23, 0.32], [-1.08, -1.26, 0.84], [0.68, -0.77, -1.40], [0.44, -4.05, -0.56], [4.48, 0.68, -0.28], [-0.42, 3.25, 0.40], [-3.00, -0.15, 0.26], [0.24, 0.20, 0.19], [0.88, 0.61, -0.34], [0.55, 0.11, -0.10], [0.48, 0.04, -0.50], [-1.09, 0.13, 0.06], [0.14, -0.09, -0.13], [0.82, -0.45, 0.51], [-0.17, 0.16, -0.29], [0.16, 0.58, 0.71], [-0.20, 0.29, -0.17], [-0.06, -0.42, 0.19], [0.16, 0.12, 0.41], [0.17, -0.16, -0.31], [-0.12, 0.31, 0.22], [-0.20, 0.01, 0.11], [0.18, -0.10, 0.04], [0.04, -0.66, -0.16], [-0.33, 0.30, 0.25]]
}

{
  "formula": "C12H16ClNO3W",
  "method": "wB97M-V/def2-TZVPD",
  "spin_multiplicity": 3,
  "de_lowest_kj_mol": 225.21,
  "charge": 2,
  "lumo_energy_ev": [-10.9603, -10.5720],
  "e_tot_ev": -34664.202,
  "s_squared": 2.084,
  "symbols": ["Cl", "C", "C", "C", "H", "C", "C", "H", "H", "H", "C", "W", "C", "O", "C", "O", "H", "H", "H", "C", "N", "C", "C", "C", "O", "H", "H", "H", "H", "H", "H", "H", "H", "H"],
  "positions_angstrom": [[2.3316, -1.5644, -3.2223], [1.1403, 1.7591, -1.1181], [-0.2935, 1.8368, -1.2191], [-0.6561, 1.5803, -2.5736], [-0.9943, 2.1182, -0.4210], [0.5336, 1.2866, -3.3300], [1.6577, 1.4942, -2.4278], [2.7014, 1.4746, -2.7245], [1.7311, 1.9208, -0.2047], [-1.6509, 1.6052, -3.0061], [0.5562, 0.6051, -4.6610], [0.4504, -0.2328, -1.8131], [-1.2069, -1.2638, -1.2685], [-2.1586, -1.8897, -0.9807], [2.0103, -1.5315, -1.1339], [2.6843, -2.1575, -0.4038], [-0.3718, 0.0422, -4.8314], [1.3976, -0.1087, -4.6828], [0.7054, 1.3142, -5.4712], [-1.3128, -0.6157, 4.4093], [-0.4225, -0.8239, 3.2929], [0.7611, -1.6378, 3.4848], [-0.5530, -0.2901, 2.0555], [-1.7480, 0.5304, 1.6818], [0.3827, -0.5424, 1.2604], [-0.8899, -1.1522, 5.2789], [-2.3226, -0.9874, 4.1904], [-1.4191, 0.4517, 4.6443], [0.7495, -2.4777, 2.7715], [1.6613, -1.0610, 3.2215], [0.7688, -1.9806, 4.5385], [-1.4474, 1.5445, 1.3911], [-2.2599, 0.1225, 0.7998], [-2.5158, 0.6311, 2.4728]],
  "forces_ev_per_angstrom": [[-1.17, 0.39, 0.34], [0.62, 0.80, -0.50], [-0.44, 0.55, -0.51], [0.11, 0.94, -0.31], [0.50, -0.40, -0.51], [0.04, 0.84, 0.20], [-0.04, 1.31, -0.37], [-0.12, -0.28, 0.18], [-0.32, -0.21, -0.53], [0.02, -0.20, 0.22], [0.38, -0.15, -0.46], [3.20, -3.25, 3.15], [-6.52, -4.87, 1.38], [4.60, 3.26, -1.28], [2.21, -2.26, 3.79], [-2.38, 2.32, -2.87], [0.15, 0.28, -0.07], [-0.54, 0.64, -0.37], [-0.11, 0.15, -0.13], [-0.80, 0.32, 0.67], [0.01, 0.74, -2.10], [0.72, -0.49, 0.24], [-0.50, -0.76, 2.27], [-0.82, 0.48, 0.11], [0.25, 0.34, -2.66], [-0.46, 0.44, -0.49], [0.30, -0.14, 0.14], [0.21, -0.27, 0.11], [-0.07, 0.07, 0.48], [-0.23, -0.17, 0.47], [0.26, 0.11, -0.87], [0.12, -0.21, 0.40], [0.20, -0.17, 0.28], [0.61, -0.15, -0.37]]
}

{
  "formula": "C12H16FeNO5",
  "method": "wB97M-V/def2-TZVPD",
  "spin_multiplicity": 5,
  "de_lowest_kj_mol": 0.00,
  "charge": 1,
  "lumo_energy_ev": [-3.0641, -5.7129],
  "e_tot_ev": -58804.390,
  "s_squared": 6.059,
  "symbols": ["C", "O", "C", "C", "C", "C", "C", "C", "Fe", "C", "O", "C", "O", "C", "O", "H", "H", "H", "H", "H", "H", "H", "H", "H", "O", "C", "C", "N", "H", "H", "H", "H", "H", "H", "H"],
  "positions_angstrom": [[-2.6157, 2.3942, -2.2523], [-1.6800, 2.5914, -1.1455], [-0.6939, 1.6200, -0.9558], [-0.0921, 1.5171, 0.3394], [-0.0986, 0.1032, 0.9522], [-0.4218, -1.1474, 0.0887], [-0.3491, -0.7803, -1.3183], [-0.3852, 0.5021, -1.8427], [1.0850, 2.8649, -0.8462], [2.3604, 2.8452, 0.2695], [3.1256, 2.8955, 1.1256], [0.5591, 4.4982, -0.3744], [0.7324, 5.5747, 0.0042], [2.2072, 3.2499, -2.1333], [3.1205, 3.6057, -2.7582], [-3.3371, 3.1909, -2.1094], [-2.1084, 2.4981, -3.2090], [-3.0871, 1.4130, -2.1919], [-0.3363, 2.2393, 1.1082], [0.9294, -0.0424, 1.3417], [-0.6833, 0.0997, 1.8696], [-1.0948, -1.9233, 0.4336], [-0.2410, -1.6706, -2.0000], [-0.4034, 0.6453, -2.9094], [-0.8017, -2.8076, 2.6185], [-0.0905, -4.0170, 2.4177], [0.6546, -4.0016, 1.1122], [0.8226, -2.5679, 0.5752], [-1.3456, -2.7991, 3.4252], [0.5987, -4.1323, 3.2625], [-0.8394, -4.8137, 2.4103], [1.6491, -4.4170, 1.2741], [0.1005, -4.6222, 0.4116], [1.3270, -2.0162, 1.2829], [1.4331, -2.5896, -0.2765]],
  "forces_ev_per_angstrom": [[0.57, 0.17, 0.28], [1.48, -1.29, -0.49], [-1.30, -0.92, 0.80], [-1.47, -0.35, -0.85], [1.70, -1.31, 0.65], [-1.03, 2.88, -1.56], [0.54, -2.63, 0.71], [-0.90, 0.99, 0.11], [-3.98, -3.50, -0.86], [3.64, 0.07, 4.42], [-0.89, -0.21, -1.33], [0.59, 6.18, 2.31], [-1.13, -2.62, -1.12], [5.14, 1.43, -4.90], [-2.76, -0.94, 1.75], [-0.08, -0.04, -0.12], [0.00, 0.07, -0.03], [0.09, 0.06, 0.15], [-0.48, 0.28, -0.05], [-0.17, -0.15, 0.02], [-0.33, 0.18, -0.05], [-0.53, 0.93, -0.08], [-0.43, 1.21, 0.32], [-0.16, -0.05, -0.18], [-0.35, 1.03, -0.22], [-0.75, 0.07, 1.58], [0.05, 1.21, -0.60], [2.57, -1.29, -0.22], [0.49, -0.42, -0.44], [-0.04, -0.32, -0.16], [0.46, -0.35, 0.09], [-0.06, -0.14, -0.22], [0.23, 0.33, -0.45], [-0.14, -0.46, -0.34], [-0.58, -0.11, 1.08]]
}

{
  "formula": "C12H16KN4O2Se2Si",
  "method": "wB97M-V/def2-TZVPD",
  "charge": -1,
  "lumo_energy_ev": 0.9860,
  "e_tot_ev": -177659.391,
  "symbols": ["K", "O", "C", "C", "C", "C", "O", "N", "H", "H", "H", "H", "Se", "N", "C", "C", "C", "C", "N", "C", "N", "H", "H", "H", "C", "Si", "C", "C", "Se", "H", "H", "H", "H", "H", "H", "H", "H", "H"],
  "positions_angstrom": [[-0.6220, -0.4532, 1.4003], [-2.3806, -1.4077, -1.3070], [-2.6029, -2.2706, -0.4506], [-3.0527, -3.6849, -0.8045], [-3.2685, -4.3255, 0.5537], [-2.8135, -3.2409, 1.5349], [-2.7807, -3.4154, 2.7419], [-2.4682, -2.0837, 0.8856], [-2.2689, -4.1575, -1.3986], [-3.9403, -3.6329, -1.4357], [-2.7061, -5.2417, 0.7312], [-4.3163, -4.5482, 0.7652], [-1.6715, 5.2800, 2.4391], [-2.5431, 5.4262, 0.8829], [-2.6378, 4.2097, 0.4031], [-3.2705, 3.8658, -0.8461], [-3.2840, 2.5659, -1.1888], [-2.6694, 1.5682, -0.3201], [-2.0950, 1.8248, 0.8070], [-2.0699, 3.1534, 1.2010], [-1.5130, 3.5051, 2.3313], [-3.7027, 4.6497, -1.4525], [-3.7302, 2.2089, -2.1063], [-2.6815, 0.5320, -0.6594], [4.1330, -1.5781, -0.9682], [4.1677, 0.0495, -0.0061], [5.8002, 0.0235, 0.9528], [4.4270, 1.4238, -1.2803], [2.3882, 0.3128, 1.2254], [5.0302, -1.7037, -1.5804], [3.2588, -1.6200, -1.6207], [4.0648, -2.4199, -0.2766], [6.6456, -0.1089, 0.2742], [5.8072, -0.7910, 1.6807], [5.9391, 0.9566, 1.5028], [5.3352, 1.2535, -1.8634], [4.5128, 2.3912, -0.7815], [3.5792, 1.4833, -1.9663]],
  "forces_ev_per_angstrom": [[0.54, 0.33, 0.14], [0.00, -0.12, 0.06], [0.06, 0.31, 0.12], [0.00, -0.03, -0.11], [-0.15, -0.06, 0.02], [0.05, 0.16, 0.03], [0.03, 0.01, 0.05], [-0.55, -0.76, -0.33], [0.01, 0.00, 0.03], [-0.02, 0.00, 0.03], [0.05, 0.03, -0.02], [0.01, -0.01, -0.02], [-0.13, -0.39, -0.25], [0.11, 0.13, 0.15], [-0.21, 0.16, -0.28], [0.08, 0.08, 0.20], [0.19, -0.28, 0.26], [-0.26, 0.19, -0.44], [0.00, 0.38, 0.19], [0.09, -0.59, -0.04], [0.05, 0.38, 0.16], [-0.01, 0.01, -0.03], [-0.02, 0.07, -0.03], [0.04, -0.03, 0.07], [-0.01, 0.04, -0.01], [0.41, -0.11, -0.33], [-0.16, -0.03, 0.17], [-0.16, 0.00, 0.00], [-0.21, 0.16, 0.31], [0.04, -0.02, -0.03], [-0.01, 0.02, -0.02], [0.01, -0.01, 0.02], [0.06, -0.01, -0.05], [0.01, -0.01, 0.00], [0.00, 0.02, -0.01], [0.05, -0.01, -0.04], [0.01, 0.01, 0.02], [0.00, 0.00, -0.01]]
}